Record 1
{
  "formula": "BrH4N2P",
  "method": "ωB97M-V/def2-TZVPD",
  "mol_weight_g_mol": 142.92,
  "e_lumo_ev": -1.18,
  "largest_force_ev_per_a": 3.3,
  "e_tot_ev": -82376.36794,
  "relative_energy_kcal_mol": 27.8,
  "orbital_gap_ev": 7.57,
  "species": ["N", "N", "H", "Br", "P", "H", "H", "H"],
  "xyz": [[0.844, 0.421, 0.931], [-0.489, 0.441, -1.121], [-0.371, -0.701, -0.791], [-0.641, -2.233, 0.371], [-0.204, 1.451, 0.134], [0.816, -0.582, 0.646], [-1.176, 0.432, -1.982], [1.220, 0.770, 1.811]]
}

***

Record 2
{
  "formula": "C15H34IO10P",
  "method": "ωB97M-V/def2-TZVPD",
  "mol_weight_g_mol": 532.31,
  "e_lumo_ev": -0.07,
  "largest_force_ev_per_a": 4.0,
  "e_tot_ev": -53965.45383,
  "relative_energy_kcal_mol": 39.2,
  "orbital_gap_ev": 8.21,
  "species": ["C", "C", "C", "C", "H", "H", "H", "H", "O", "C", "O", "C", "H", "H", "H", "H", "I", "H", "O", "C", "H", "C", "H", "H", "C", "C", "O", "O", "P", "H", "H", "H", "O", "H", "O", "H", "H", "H", "H", "H", "H", "H", "O", "H", "H", "C", "C", "C", "H", "C", "O", "H", "H", "H", "H", "H", "O", "H", "H", "C", "H"],
  "xyz": [[3.789, 3.151, -4.399], [-5.488, -2.604, 5.399], [-4.543, -2.892, 1.608], [5.330, 0.294, 2.575], [4.908, 1.126, 3.236], [-6.409, -2.711, 2.717], [-2.127, -3.086, 2.354], [2.449, -0.656, -3.621], [-3.842, -1.892, 2.336], [-7.126, -1.034, 4.677], [1.457, 3.032, -5.109], [1.231, 0.865, 1.948], [-7.349, -0.484, 3.760], [-0.387, 2.510, -4.420], [2.875, 1.064, -1.984], [-7.268, -0.368, 5.531], [-0.266, 1.117, 3.529], [-2.019, -1.520, 3.168], [3.978, 2.918, 1.245], [4.035, -0.012, -6.085], [-6.408, -3.087, 5.752], [2.533, 3.911, -4.812], [5.004, 0.161, -5.605], [3.487, -1.089, -0.444], [3.140, 0.153, -3.888], [0.223, 3.410, -4.527], [2.495, 1.413, 2.198], [-5.776, -1.455, 4.614], [4.580, 0.339, 0.812], [4.161, 3.380, 0.402], [4.010, 0.569, -7.010], [-2.034, -1.574, 1.391], [0.884, 0.230, 0.948], [-3.711, -3.203, 4.303], [2.957, 0.418, -5.273], [6.445, 0.537, 2.436], [-3.876, -3.698, 1.289], [2.588, 1.806, 0.046], [5.244, -0.736, 3.047], [-0.297, 4.112, -5.182], [2.742, 4.493, -5.717], [4.591, 3.889, -4.282], [-5.320, -4.276, 3.544], [-6.248, -4.156, 1.759], [-7.820, -1.879, 4.740], [-4.660, -3.626, 4.627], [2.817, 1.377, -3.032], [-2.433, -2.036, 2.298], [-4.925, -2.270, 6.278], [3.227, 1.704, 0.977], [3.874, -1.183, 0.453], [3.920, -1.071, -6.331], [0.352, 3.849, -3.532], [2.265, 4.615, -4.014], [-4.403, -4.430, 5.327], [4.159, -0.181, -3.674], [3.724, 2.472, -3.147], [4.122, 2.477, -5.186], [1.791, 1.712, -3.182], [-5.696, -3.480, 2.421], [-4.953, -2.411, 0.712]]
}

***

Record 3
{
  "formula": "C46H102F6LiN9O16S2",
  "method": "ωB97M-V/def2-TZVPD",
  "mol_weight_g_mol": 1222.43,
  "e_lumo_ev": -0.13,
  "largest_force_ev_per_a": 3.5,
  "e_tot_ev": -133702.92740,
  "orbital_gap_ev": 7.71,
  "species": ["C", "H", "C", "H", "C", "H", "S", "H", "H", "C", "H", "H", "S", "H", "O", "C", "H", "C", "F", "N", "H", "N", "C", "C", "H", "H", "C", "F", "N", "C", "F", "H", "H", "H", "H", "C", "H", "N", "H", "H", "H", "C", "H", "C", "O", "O", "H", "C", "H", "H", "C", "O", "C", "H", "C", "O", "H", "C", "C", "H", "H", "C", "C", "H", "N", "C", "H", "C", "C", "C", "H", "H", "N", "C", "O", "H", "H", "F", "H", "H", "H", "H", "H", "H", "N", "H", "N", "H", "H", "H", "H", "O", "H", "H", "C", "H", "H", "C", "H", "H", "C", "N", "H", "H", "C", "C", "H", "C", "H", "C", "O", "O", "H", "H", "H", "H", "H", "F", "C", "H", "H", "H", "H", "H", "O", "H", "H", "C", "O", "H", "H", "H", "H", "H", "H", "O", "H", "H", "H", "H", "H", "C", "H", "C", "H", "H", "H", "H", "H", "C", "C", "H", "O", "H", "H", "H", "C", "H", "C", "C", "H", "C", "H", "H", "H", "H", "O", "O", "H", "O", "C", "H", "C", "C", "H", "H", "H", "Li", "H", "H", "F", "H"],
  "xyz": [[1.235, 3.129, 2.901], [-2.867, -3.234, -1.646], [-4.071, 3.547, 0.445], [-7.418, -5.639, 1.076], [2.538, 6.571, -0.204], [-0.895, 2.249, 1.489], [2.138, -2.509, -1.458], [2.049, 3.751, -3.011], [8.511, -1.503, -3.720], [-5.223, -3.037, 0.850], [-5.401, -2.978, -2.827], [-2.662, -1.228, -4.806], [0.264, -1.538, -2.950], [3.527, -2.247, 2.127], [-5.874, 0.220, 0.600], [-4.429, -4.669, -1.609], [0.541, 2.532, 3.498], [-4.338, -2.492, -0.273], [-0.211, 0.172, -0.972], [4.966, -1.296, 5.057], [5.604, -3.894, -5.921], [-0.759, 2.072, -5.461], [-6.122, -4.174, 0.256], [-4.536, 0.182, 3.095], [-8.092, -4.206, -0.579], [-6.895, 3.264, 0.337], [8.016, -0.737, -3.126], [0.422, 1.084, -2.843], [0.234, 3.246, -7.142], [4.305, 1.572, -2.495], [4.329, -3.005, 0.026], [1.759, 6.602, -0.965], [-7.044, -3.259, -1.567], [-3.557, -4.226, -6.909], [-3.775, -0.383, 2.552], [8.060, -1.026, -1.650], [-5.928, -4.607, -3.102], [-5.393, -5.116, -0.575], [-4.106, -6.493, -2.683], [8.904, -0.573, -1.117], [3.228, 0.095, 3.356], [-7.278, -3.479, -0.529], [-4.046, 0.448, 4.038], [-0.482, 4.852, 2.209], [-2.755, -4.204, -6.380], [-0.519, -2.527, -2.255], [2.083, 3.320, -0.477], [0.621, 3.902, 1.750], [4.912, -2.344, 7.594], [-3.026, 3.284, 0.264], [0.030, 3.150, -5.766], [1.352, -2.136, -0.289], [3.852, 3.027, -2.564], [-5.919, -2.253, 1.143], [4.296, -1.446, 7.467], [-6.216, -6.160, -1.061], [3.983, 1.154, -1.532], [-4.063, 3.890, 1.948], [3.859, -1.753, 4.211], [-7.068, -4.251, 2.194], [-1.168, 5.165, 1.421], [3.153, 6.014, 2.171], [-4.950, 2.377, -0.043], [4.859, -1.208, 2.258], [3.548, -5.314, -3.982], [-3.542, -5.856, -2.002], [-2.617, -5.544, -2.488], [3.784, 0.575, 6.100], [-5.043, -4.004, -2.851], [3.208, -3.047, 4.743], [-2.881, -2.640, -4.076], [-7.577, -2.514, -0.119], [-5.009, 1.263, 0.957], [2.070, 5.915, 1.082], [0.001, -1.367, -4.379], [-0.118, 2.523, -7.731], [-4.892, 0.850, -1.477], [4.068, -0.941, -0.499], [-3.951, 2.749, 3.793], [3.910, -3.872, 4.875], [-5.348, -0.471, 3.413], [-0.623, 6.882, 3.075], [-0.559, 3.080, -0.002], [1.965, 2.406, 2.527], [1.537, 4.579, 0.850], [3.360, 5.985, -0.630], [1.951, -1.596, -2.754], [3.303, -1.897, 7.356], [6.697, -0.736, 7.344], [-7.166, 1.126, 3.001], [-2.975, 2.130, 2.513], [0.596, 3.831, -4.935], [2.981, 7.541, 0.022], [8.465, 1.159, -2.844], [3.943, -2.186, -0.943], [4.183, 3.511, -3.486], [2.657, -2.796, 5.646], [-0.302, 0.139, -2.267], [-1.370, -2.707, -6.058], [2.788, 5.477, 3.048], [-3.960, 2.572, 2.715], [5.241, -4.663, -5.377], [1.769, 3.688, 3.678], [4.070, 5.464, 1.947], [-3.544, -3.634, -0.891], [-6.662, -4.968, 1.473], [-4.979, 4.347, 2.339], [-0.107, 2.772, 0.944], [1.804, -0.391, 6.007], [-4.219, 1.668, -1.200], [-4.512, -1.911, -5.232], [3.597, -3.194, -4.730], [-6.799, 2.726, 2.553], [5.029, -2.897, 2.621], [-4.118, 2.266, -2.107], [0.731, 4.057, -7.462], [2.536, -3.438, 3.976], [-1.540, 0.353, -2.672], [0.910, 6.801, 1.600], [-4.617, -3.361, 1.695], [8.249, -2.088, -1.450], [-3.041, -4.262, -0.151], [5.382, 1.419, -2.506], [0.644, 1.999, 0.762], [2.440, 3.056, -2.468], [-1.279, 1.607, -6.174], [4.271, 3.608, -1.737], [-2.442, -2.818, -6.219], [2.507, 3.722, 0.295], [4.226, -1.020, 8.471], [-1.061, 4.376, 3.003], [-3.300, 1.171, -0.895], [3.314, 0.916, 7.022], [-3.223, -6.346, -1.081], [-5.769, -6.950, -0.740], [5.987, -2.262, 5.135], [-5.840, -5.373, 2.063], [5.722, -5.533, -5.297], [2.984, -4.987, -3.204], [-4.477, -4.134, -3.775], [-6.926, 2.087, -1.001], [2.810, -0.655, 4.031], [-5.256, -0.486, 0.372], [2.535, 0.090, 5.341], [0.188, 7.110, 0.839], [-3.533, -1.828, 0.068], [6.987, -0.595, -3.469], [1.262, 7.767, 1.977], [3.365, 7.062, 2.363], [4.111, -4.320, -4.726], [-6.331, 2.846, -0.502], [0.714, 5.916, 3.641], [8.707, 0.473, -3.474], [-4.873, -1.915, -1.031], [-0.860, 1.903, -4.474], [-6.258, 2.121, 4.070], [4.763, -0.558, 6.314], [-2.761, -2.239, -7.092], [-3.137, -2.187, -5.043], [0.134, 6.164, 2.750], [6.658, 0.090, 5.757], [6.169, -0.006, 6.722], [-4.323, 4.439, -0.129], [-6.190, 3.747, -1.105], [5.611, -2.943, 5.719], [1.890, -1.038, 3.593], [3.611, 0.823, -3.494], [2.139, -3.928, -1.750], [2.708, 1.184, -3.496], [6.860, -0.533, -1.068], [4.376, -2.037, 2.783], [6.846, -0.623, -0.111], [-4.974, 1.479, 2.391], [-6.342, 1.843, 3.014], [-4.998, -2.706, -5.473], [3.845, -6.260, -4.115], [6.082, 0.771, 7.484], [3.203, -1.289, -4.208], [-3.253, 4.601, 2.085], [4.228, 1.384, 5.517], [4.797, -2.377, -1.954], [1.908, 0.995, 5.305]]
}